(1)
Molecular formula: C4H3NO2
Method: DFT, wB97M-V/def2-TZVPD

Computed properties:
ΔE to the lowest compared entry with this formula, charge and spin, eV: 4.072
E, hartree: -359.3207
Molecular weight, g mol⁻¹: 97.1
Max |F|, eV Å⁻¹: 0.87
Orbital gap (spin up / spin down), eV: 8.59 / 8.59
E_LUMO (spin up / spin down), Eh: -0.031 / -0.031

CARTESIAN COORDINATES (ANGSTROEM)
O  2.1616  0.7133  0.3205
O  -0.6251  0.5672  1.8838
N  0.0105  -1.1038  -0.2008
C  1.1842  -1.4278  -0.0696
C  1.7525  -0.0519  -0.4989
C  -1.0467  -0.3818  -0.2466
C  -1.2779  0.5591  0.8661
H  -2.0683  1.3047  0.6714
H  -1.6266  -0.3727  -1.1601
H  1.5358  0.1936  -1.5656

(2)
Molecular formula: C24H20Cl2N2O7
Method: DFT, wB97M-V/def2-TZVPD

Computed properties:
E, hartree: -2482.8845
Molecular weight, g mol⁻¹: 519.3
Max |F|, eV Å⁻¹: 0.41
Orbital gap, eV: 7.88
E_LUMO, Eh: -0.055
Structure (SMILES): C=CCC1=C(/C(Cl)=C(\C)Cl)C(=O)C=C(O)C1=O.O=[N+]([O-])c1ccccc1.O=[N+]([O-])c1ccccc1

CARTESIAN COORDINATES (ANGSTROEM)
Cl  -2.0735  -2.5562  -0.5092
Cl  -1.6411  -5.3874  -1.7963
O  -6.4111  -1.7131  3.6605
O  0.4485  -1.7101  1.1406
O  4.1102  0.1045  -1.1598
O  3.7319  4.0840  2.9076
O  2.0815  0.6598  -2.8971
O  -5.1818  -2.3006  1.9948
O  4.3180  2.3555  1.7687
N  -5.3692  -1.7038  3.0359
N  3.7155  3.4038  1.9024
C  1.9702  -0.2858  -2.1490
C  0.3044  -1.4358  -3.6961
C  -2.1493  -0.9769  -3.8342
C  0.4695  -1.9639  -1.2283
C  1.4053  4.7482  -1.3585
C  2.9074  -0.4794  -0.9895
C  2.8613  3.1073  -0.3808
C  1.0746  -1.6107  0.1128
C  2.4650  -1.0994  0.1028
C  1.4688  5.5099  -0.1979
C  -2.0222  -0.1016  3.3780
C  -3.3815  0.5231  5.2674
C  0.8929  -4.6685  -2.4221
C  -4.4332  -0.2310  4.7719
C  2.9059  3.8785  0.7647
C  -0.5845  -3.0035  -1.2511
C  -2.1805  0.5894  4.5720
C  2.0978  3.5474  -1.4495
C  -3.0663  -0.8599  2.8728
C  -0.9025  -0.5423  -3.8778
C  -4.2525  -0.9076  3.5795
C  -0.3827  -4.2034  -1.7881
C  0.8838  -1.3025  -2.3125
C  2.2234  5.0757  0.8809
H  0.9276  6.4438  -0.1293
H  -2.9575  -1.4052  1.9495
H  -2.3993  -2.0111  -3.6232
H  0.8249  -4.6112  -3.5117
H  -5.3748  -0.2950  5.2961
H  1.0795  -5.7078  -2.1559
H  1.0618  -1.1342  -4.4211
H  3.0581  -1.2134  1.0020
H  -1.3634  1.1811  4.9638
H  -3.5012  1.0599  6.1987
H  4.7799  -0.3496  -0.6352
H  0.0045  -2.4682  -3.8745
H  -2.9725  -0.2952  -4.0064
H  2.2820  5.6500  1.7932
H  1.7412  -4.0660  -2.0990
H  -0.6903  0.5124  -4.0198
H  3.4166  2.1835  -0.4362
H  -1.0858  -0.0599  2.8383
H  2.0532  2.9512  -2.3493
H  0.8114  5.0915  -2.1956

(3)
Molecular formula: C32H48O16
Method: DFT, wB97M-V/def2-TZVPD

Computed properties:
ΔE to the lowest compared entry with this formula, charge and spin, eV: 5.120
E, hartree: -2451.8851
Molecular weight, g mol⁻¹: 688.7
Max |F|, eV Å⁻¹: 5.59
Orbital gap, eV: 8.92
E_LUMO, Eh: -0.012
Structure (SMILES): O=C1CCCO1.O=C1CCCO1.O=C1CCCO1.O=C1CCCO1.O=C1CCCO1.O=C1CCCO1.O=C1CCCO1.O=C1CCCO1

CARTESIAN COORDINATES (ANGSTROEM)
O  -1.9482  -0.8155  -5.5800
O  -1.1466  1.3707  -5.7597
O  -0.3204  -0.5128  -0.1881
O  4.2378  2.1441  -2.0556
O  3.1522  0.4891  -1.0930
O  -4.2833  2.1253  -1.6722
O  4.2741  0.7982  2.0397
O  -1.1980  -2.4269  5.8011
O  -6.1560  3.1899  -1.1831
O  5.9724  2.2645  1.8752
O  0.0892  -2.6026  0.6481
O  4.2425  -3.7985  0.0674
O  -2.3730  -0.6313  5.4045
O  2.0064  -4.0906  -5.1278
O  6.1403  -4.7973  0.4360
O  0.7281  -3.2106  -3.6181
C  2.7152  -5.3344  1.1077
C  -2.1415  2.5814  -4.1864
C  5.1163  1.7002  2.5789
C  1.7050  -3.0861  -4.4816
C  -2.1375  -1.8786  5.2585
C  -7.0789  3.3319  -0.1602
C  2.3859  -1.7018  -4.3612
C  -3.6666  -0.3236  5.0151
C  2.2254  2.6953  -0.9256
C  -6.4626  2.6886  1.0922
C  -0.3713  -1.4978  0.7678
C  1.2506  -0.9655  -3.7738
C  4.9450  -4.8237  0.3870
C  2.9019  3.9842  -1.5164
C  -1.0017  2.6362  -5.1455
C  3.3592  0.1929  3.0356
C  4.0193  -5.9524  0.8013
C  3.8990  3.4515  -2.5139
C  -1.0993  0.5967  0.0449
C  -1.0577  0.5731  1.6166
C  -5.1854  1.9711  0.6184
C  2.8340  -3.9993  0.3625
C  3.2572  1.6385  -1.3351
C  3.7147  0.9765  4.3027
C  4.9589  1.7939  4.0431
C  -2.6062  1.1360  -4.0309
C  -5.1543  2.4011  -0.8562
C  -3.0539  -2.5913  4.3377
C  -1.1812  -0.9648  1.9623
C  0.4681  -1.9286  -3.0229
C  -1.9482  0.3982  -5.2903
C  -4.0763  -1.4613  4.0208
H  4.7469  2.8339  4.2909
H  -0.6454  1.5265  -0.2980
H  -3.4567  -3.4639  4.8519
H  -7.4205  4.3563  -0.0119
H  1.2915  2.5208  -1.4600
H  -3.7522  0.6066  4.4535
H  -5.1820  0.8880  0.7403
H  3.3336  4.5226  -0.6727
H  -2.2025  0.7808  -3.0827
H  1.9757  -6.0201  0.6943
H  4.7645  4.1142  -2.5166
H  -3.6756  1.1635  -4.2401
H  3.7972  0.5017  5.2804
H  3.6669  -0.8527  3.0422
H  -1.1183  3.5516  -5.7256
H  2.3277  -3.9191  -0.5994
H  -1.8730  3.1699  -3.3091
H  -7.0830  1.9931  1.6575
H  3.5304  3.2949  -3.5276
H  3.2925  -1.6106  -3.7629
H  -1.8806  1.1184  2.0787
H  -0.5944  -1.7112  -2.9140
H  -4.3034  -0.2362  5.8954
H  -0.0053  2.6909  -4.7068
H  -2.2167  -1.2955  1.8824
H  -4.1991  -1.1387  2.9869
H  -4.3284  2.3684  1.1623
H  4.4661  -6.6311  1.5278
H  2.3302  0.1210  2.6835
H  -0.2332  1.1383  2.0512
H  -6.0850  3.4562  1.7677
H  0.8695  -1.8657  -2.0114
H  -5.0829  -1.8119  4.2484
H  5.7595  1.3599  4.6422
H  -8.0189  2.8819  -0.4797
H  1.6710  -0.0715  -3.3131
H  -0.7639  -1.1238  2.9566
H  2.0101  2.8450  0.1324
H  2.1193  4.5039  -2.0691
H  -2.7745  -2.8678  3.3211
H  -2.9572  3.1502  -4.6328
H  2.5419  -3.1817  1.0215
H  3.8732  -6.4647  -0.1497
H  2.5686  -5.1078  2.1638
H  2.8924  1.6888  4.3690
H  2.6270  -1.1688  -5.2809
H  -2.1376  0.4725  -0.2627
H  0.5841  -0.8107  -4.6223

(4)
Molecular formula: C4H9NaO4Sc
Method: DFT, wB97M-V/def2-TZVPD

Computed properties:
ΔE to the lowest compared entry with this formula, charge and spin, eV: 0.000
E, hartree: -1381.5964
Net charge: +1
Molecular weight, g mol⁻¹: 189.1
Max |F|, eV Å⁻¹: 4.73
Orbital gap, eV: 8.22
E_LUMO, Eh: -0.188

CARTESIAN COORDINATES (ANGSTROEM)
Sc  -2.5586  -1.9058  1.2771
Na  -0.6849  0.4757  1.8914
O  -1.1871  0.2667  -0.4850
O  -2.9442  -1.2933  -0.5188
O  1.3180  0.3938  0.7447
O  -0.8488  -1.7350  2.0129
C  -2.4878  -0.1044  -0.9762
C  2.4976  1.0643  1.1321
C  -0.0975  -0.5405  -0.9408
C  1.1372  0.2885  -0.6588
H  2.4654  2.1143  0.7974
H  2.0040  -0.2324  -1.1003
H  2.5513  1.0302  2.2272
H  -2.3926  -0.1242  -2.0830
H  -0.1692  -0.6990  -2.0305
H  3.3879  0.5628  0.7199
H  -3.1346  0.7293  -0.6386
H  0.1319  -1.6042  -0.3173
H  1.0119  1.3132  -1.0534

(5)
Molecular formula: C5H13N3O3
Method: DFT, wB97M-V/def2-TZVPD

Computed properties:
ΔE to the lowest compared entry with this formula, charge and spin, eV: 1.215
E, hartree: -588.1680
Molecular weight, g mol⁻¹: 163.2
Max |F|, eV Å⁻¹: 1.64
Orbital gap, eV: 10.35
E_LUMO, Eh: 0.024
Structure (SMILES): COC/C=N/O.CNNC=O

CARTESIAN COORDINATES (ANGSTROEM)
O  2.5363  -1.9708  -0.2226
O  -4.8784  -0.7176  -0.6452
O  1.8381  2.5872  -0.0772
N  -1.5820  0.2094  0.1618
N  -2.9117  -0.1522  0.2917
N  1.4920  1.2744  -0.4210
C  2.0919  -0.9207  -1.0433
C  -3.6949  -0.4326  -0.7587
C  2.4498  0.4483  -0.5439
C  1.7417  -2.0621  0.9183
C  -1.3663  1.5457  0.6827
H  3.4874  0.7085  -0.3312
H  1.9694  3.0257  -0.9292
H  -0.2719  1.6821  0.8073
H  1.6560  -1.0940  1.4295
H  -3.1445  -0.3888  -1.7222
H  2.5642  -1.0886  -2.0249
H  -0.9803  -0.4437  0.6515
H  0.7370  -2.4172  0.6462
H  -1.8791  1.7534  1.6389
H  2.2037  -2.7736  1.5960
H  -1.6950  2.2838  -0.1087
H  -3.3583  -0.1132  1.1934
H  0.9948  -0.9433  -1.1893

(6)
Molecular formula: C5H8FN3O
Method: DFT, wB97M-V/def2-TZVPD

Computed properties:
ΔE to the lowest compared entry with this formula, charge and spin, eV: 1.564
E, hartree: -534.5388
Molecular weight, g mol⁻¹: 145.1
Max |F|, eV Å⁻¹: 3.93
Orbital gap (spin up / spin down), eV: 8.48 / 8.47
E_LUMO (spin up / spin down), Eh: 0.021 / 0.021

CARTESIAN COORDINATES (ANGSTROEM)
F  -1.5435  -1.8479  -0.2455
O  -0.2977  1.6809  -0.0945
N  1.8633  -1.0463  -0.0975
N  1.7983  -0.9250  2.1928
N  0.6339  -1.2815  0.2306
C  -0.2912  -1.4862  -0.6265
C  -0.8842  1.7691  -1.2812
C  0.4440  -1.1089  1.7390
C  -2.2021  2.0263  -1.2829
C  2.4973  -0.8654  1.1026
H  3.5638  -1.0362  1.1463
H  -2.6486  2.0839  -2.2988
H  0.5612  2.0632  0.0439
H  0.0957  -2.0949  2.1568
H  -2.7472  2.0119  -0.3402
H  -0.1742  -1.3857  -1.7987
H  -0.5185  1.6612  -2.2534
H  -0.1503  -0.2183  1.7072

(7)
Molecular formula: C16H36Br12N4O8
Method: DFT, wB97M-V/def2-TZVPD

Computed properties:
ΔE to the lowest compared entry with this formula, charge and spin, eV: 0.000
E, hartree: -32339.9839
Molecular weight, g mol⁻¹: 1371.3
Max |F|, eV Å⁻¹: 2.94
Orbital gap, eV: 10.08
E_LUMO, Eh: -0.007
Structure (SMILES): C[N+](=O)[O-].C[N+](=O)[O-].C[N+](=O)[O-].C[N+](=O)[O-].BrCCBr.BrCCBr.BrCCBr.BrCCBr.BrCCBr.BrCCBr

CARTESIAN COORDINATES (ANGSTROEM)
Br  1.1053  0.5844  2.1571
Br  2.4814  3.8385  2.6622
Br  1.5015  3.1613  -6.6647
Br  0.4211  0.2075  -3.2980
Br  4.3127  2.6019  6.6269
Br  -2.5213  2.9086  0.3153
Br  -2.6337  -6.4923  -0.7140
Br  2.2522  -3.2677  0.9855
Br  0.8757  5.0481  -1.9954
Br  6.2935  -4.9087  -0.5244
Br  -2.6427  -3.6792  -4.4135
Br  -2.1180  -1.5375  -0.2765
O  -4.5351  -0.6140  5.4554
O  -0.0705  3.2985  6.2047
O  -0.0936  5.1425  5.1602
O  0.5140  -2.9127  -2.5072
O  -2.0780  2.2251  -4.0498
O  -3.3125  1.1838  5.7895
O  1.5614  -4.7163  -2.9758
O  -2.6059  0.8177  -5.5817
N  -2.6392  1.2608  -4.4553
N  1.2448  -3.5739  -3.1614
N  -0.3735  4.0046  5.2744
N  -3.4820  -0.0217  5.7287
C  4.8632  -4.0194  0.4759
C  0.7460  1.6771  -5.7181
C  -2.3623  -0.9532  6.1846
C  -1.3385  3.3771  -1.1209
C  -3.4906  0.5440  -3.4934
C  -0.3512  -0.5789  1.6752
C  1.7316  -2.8588  -4.3633
C  3.4283  2.8445  3.9377
C  -0.4638  -0.5915  0.1503
C  3.5083  -4.0646  -0.2280
C  3.3811  3.5986  5.2346
C  -3.1739  -4.7034  -2.8515
C  -1.9591  -5.2881  -2.1119
C  -0.3315  4.4744  -0.6199
C  -1.3383  3.4296  4.2958
C  1.1359  1.8083  -4.2866
H  -1.9421  3.7726  -1.9459
H  0.9188  -2.7813  -5.0918
H  -1.4087  -4.4904  -1.6323
H  -1.2750  -5.8267  -2.7394
H  -0.8386  2.4305  -1.3545
H  2.5651  -3.3545  -4.8265
H  -4.1872  1.2285  -2.9881
H  -1.4466  -0.3652  6.1874
H  -3.6414  -4.0041  -2.1641
H  -3.9055  -5.4124  -3.2047
H  -2.0165  2.8031  4.8683
H  0.3585  -1.1592  -0.2410
H  -2.3596  -1.8178  5.5277
H  5.2151  -2.9610  0.5365
H  2.2054  1.8489  -4.1001
H  3.2487  -5.0928  -0.3544
H  -3.9906  -0.2953  -3.9958
H  4.8640  -4.5202  1.4362
H  0.6307  2.6280  -3.7855
H  -0.4761  0.3788  -0.3025
H  -2.5423  -1.2360  7.2131
H  2.3395  3.6936  5.6075
H  -0.9045  5.3770  -0.3161
H  -1.2293  -0.1306  2.1681
H  2.0085  -1.8586  -4.0702
H  4.4317  2.6706  3.5577
H  3.4683  -3.5634  -1.1835
H  -0.2357  -1.5979  2.0410
H  -0.7159  2.8264  3.5982
H  -0.3391  1.7081  -5.8379
H  1.2178  0.8478  -6.1920
H  -1.7919  4.3335  3.8737
H  3.9385  4.5284  5.1347
H  0.2721  4.1692  0.2462
H  3.0402  1.8558  4.0882
H  -2.9188  0.1115  -2.6610

(8)
Molecular formula: CH6N3O
Method: DFT, wB97M-V/def2-TZVPD

Computed properties:
ΔE to the lowest compared entry with this formula, charge and spin, eV: 3.365
E, hartree: -280.8097
Net charge: +1
Molecular weight, g mol⁻¹: 76.1
Max |F|, eV Å⁻¹: 5.54
Orbital gap, eV: 10.71
E_LUMO, Eh: -0.166

CARTESIAN COORDINATES (ANGSTROEM)
O  -0.9071  -0.8715  0.8612
N  -0.5803  1.1655  -0.2696
N  0.2311  -0.2535  1.5784
N  0.7982  -0.7123  -0.8974
C  0.0583  -0.1577  0.1318
H  -1.6108  1.4455  0.4588
H  0.9023  -0.8778  1.8278
H  -1.0613  0.9484  -1.1248
H  0.1905  -1.2120  -1.5395
H  1.6781  -1.2751  -0.7588
H  0.3009  1.8005  -0.2678